Entry from the Open Molecules 2025 dataset: a structure of composition C46H50BBrLaN12O5SeSi in a non-equilibrium geometry (the ωB97M-V functional and the def2-TZVPD basis).

The geometry in XYZ format:
```
118
Properties=species:S:1:pos:R:3:forces:R:3
La -19.1523 -11.7369 13.3970 1.7168 0.3417 -2.3498
C -14.7634 -10.2589 12.0797 -0.1355 0.2428 0.6341
C -16.1274 -10.2422 11.8292 -0.3720 -0.6705 0.5477
N -16.7989 -10.5170 12.9435 0.1718 0.7849 1.4749
N -15.8671 -10.5461 13.9850 -2.1019 -0.3797 -0.5374
C -14.6618 -10.4691 13.4878 2.0861 0.8922 -2.4240
B -16.3189 -10.7245 15.4720 0.5685 0.3223 -1.2832
N -17.5239 -9.8661 15.8139 -1.6639 1.9540 -0.6799
C -17.5155 -8.8194 16.6805 -0.2574 -0.4493 -0.0236
C -18.7398 -8.1631 16.6162 -0.2555 -0.2918 -0.5870
C -19.4274 -8.7903 15.5602 0.9413 -0.8266 0.7328
N -18.7073 -9.8227 15.0768 0.2564 0.4718 1.0534
N -16.6136 -12.1880 15.6859 -0.1123 -2.6579 1.6825
C -15.9979 -13.0145 16.6009 -1.3878 0.2236 -1.8101
C -16.6425 -14.2390 16.6098 -0.9270 0.0812 0.1255
C -17.7192 -14.0977 15.7076 1.2325 2.3856 -0.5467
N -17.6797 -12.8491 15.1422 0.8708 -1.0224 1.3104
H -14.0591 -10.1202 11.2749 0.4991 -0.0352 0.5151
H -16.7086 -10.1086 10.9226 0.3611 -0.2219 0.0059
H -13.7152 -10.4990 14.0382 -0.7836 -0.0451 0.1458
H -15.4239 -10.3197 16.1341 0.3434 -0.2765 0.4346
H -16.6003 -8.6306 17.2380 -0.4896 -0.0772 0.0673
H -19.2435 -7.4243 17.2245 0.7276 0.1985 0.0134
H -20.4308 -8.5232 15.2463 0.2238 -0.2919 -0.3567
H -15.1174 -12.7051 17.0872 0.6884 0.4053 0.5797
H -16.4843 -15.0602 17.3029 0.1883 0.1528 -0.4232
H -18.4773 -14.7447 15.3366 -0.3525 -0.5700 0.1527
C -21.3277 -16.3357 9.0867 1.8488 -0.6743 0.2079
O -20.6840 -15.8838 7.8868 -0.9835 -0.5711 0.2054
C -21.1765 -16.4740 6.7563 1.0305 -1.9726 0.5295
C -21.1220 -17.9027 6.6285 -0.4116 1.9115 -1.1870
C -21.3239 -18.4083 5.3375 0.1438 -0.9265 0.6476
C -21.5739 -17.5892 4.2500 -0.4899 1.3586 0.9810
C -21.7337 -16.2090 4.4485 0.0417 -0.4527 -1.0985
C -21.4997 -15.6682 5.6793 0.3514 1.8741 1.2787
N -21.3235 -14.2327 5.8833 -5.4038 -0.7332 2.5028
N -20.2452 -13.7540 5.3111 4.2385 3.6065 -2.4742
C -19.8579 -12.4627 5.6262 -1.4583 -3.9061 0.7133
C -20.5792 -11.7712 6.6142 0.6149 1.1629 -0.6423
O -21.8556 -12.1532 6.9217 -1.2448 -2.1233 -0.4010
C -20.1576 -10.5657 7.1332 0.3052 0.3417 0.3433
C -18.9476 -10.0200 6.6917 0.3620 0.6091 0.7268
C -18.1826 -10.6978 5.6806 -1.9332 -0.0862 0.2974
C -17.0604 -10.1587 5.1004 1.7702 1.6364 0.2683
C -16.3341 -10.8393 4.1776 0.9039 0.0724 -1.1746
C -16.7898 -12.0430 3.6407 -0.1593 -0.8062 0.5474
C -17.9306 -12.6299 4.1481 1.1380 0.1487 -0.6683
C -18.6289 -11.9480 5.1098 -1.2103 1.2003 1.8537
H -22.3802 -16.1597 9.0415 -0.7318 0.2199 0.0710
H -20.8148 -15.7565 9.8470 -0.3748 0.1929 0.3209
H -21.1129 -17.4176 9.3424 -0.2599 0.9192 -0.5410
H -20.8328 -18.5066 7.4757 -0.0631 -0.1109 -0.0995
H -21.2783 -19.4952 5.1706 0.1127 0.5007 0.1220
H -21.6807 -17.9824 3.2777 -0.1771 -0.5184 -0.9075
H -21.9794 -15.5139 3.6390 0.2451 -0.3842 0.1653
H -20.7798 -10.0462 7.9136 0.6649 -0.6202 -0.8721
H -18.5638 -9.1151 7.2542 -0.2256 -1.0621 -1.1110
H -16.6925 -9.1543 5.3859 -0.2935 -0.6402 0.1519
H -15.3721 -10.4496 3.8174 -0.4932 0.0731 0.0797
H -16.2153 -12.5929 2.9298 0.4814 -0.1464 -0.4706
H -18.2283 -13.6317 3.8745 -0.2799 0.1160 -0.1974
Br -26.5202 -12.2890 12.2542 0.5858 -0.0688 -0.1932
C -25.1128 -12.9885 13.3311 -0.0028 -0.5812 2.4512
C -25.5529 -13.5730 14.5826 0.9108 -0.1197 -1.6480
C -24.6088 -14.2266 15.3755 -1.6466 0.2352 -0.0212
C -23.2943 -14.1704 15.0230 1.1018 0.6037 -0.2467
C -22.9834 -13.3110 13.9674 -0.3817 -1.7056 0.7306
N -23.8284 -12.8180 13.0573 -1.5322 0.1488 0.5085
C -21.5881 -12.9236 13.8442 0.5545 1.5680 -2.7034
O -21.4130 -12.1461 12.8149 0.4438 -0.8867 1.6199
O -20.6647 -13.2439 14.6381 -0.6491 -0.2690 0.0236
H -26.6043 -13.6129 14.8092 -0.1107 0.1201 0.0802
H -24.9367 -14.7114 16.2833 -0.0265 -0.2128 0.0057
H -22.4704 -14.6677 15.5613 -0.6229 0.5005 -0.1996
N -23.3508 -13.7621 7.2362 0.0133 0.2496 -0.6465
C -22.2670 -13.4807 6.6211 2.1453 0.7627 0.7065
H -23.7673 -14.5899 6.8745 -0.1890 -1.1039 -0.1610
C -18.3909 -3.9133 14.0403 1.4511 0.0808 0.4016
C -19.6185 -3.8484 13.1925 -0.1539 -1.1031 -0.0633
N -19.6944 -5.0736 12.3775 -1.1030 -0.1083 0.1292
C -19.4627 -4.8741 10.9304 1.2237 -0.4296 1.0209
C -18.0213 -4.4450 10.6289 0.7174 0.6704 -1.7162
C -20.4330 -6.1102 12.8867 -0.2279 -0.0415 -1.1462
O -20.9853 -6.1257 13.9818 0.6575 0.3131 -0.3420
C -20.6346 -7.3314 11.9948 0.2708 -1.8755 -0.0706
C -21.9281 -7.6969 11.5609 -1.1456 1.3938 1.3204
C -22.1752 -8.9812 11.1522 -0.6910 -0.6097 -1.5711
C -21.1625 -9.9413 11.1490 -0.1232 0.2883 0.6877
N -19.9562 -9.6819 11.6637 0.3707 1.4319 -0.5176
C -19.6565 -8.3830 11.9286 -1.6874 0.5252 0.7003
H -18.0324 -2.9398 14.3851 -0.3284 0.0520 0.1146
H -17.5252 -4.3521 13.5099 -0.5274 0.1197 0.0560
H -18.5880 -4.5415 14.8992 0.0876 -0.1423 0.2786
H -19.5620 -3.0506 12.4802 -0.2394 0.7371 -0.1648
H -20.5061 -3.8090 13.8442 0.1792 0.2602 -0.4985
H -20.1104 -4.0726 10.5614 -0.2626 -0.3746 -0.0807
H -19.6092 -5.8269 10.4129 -0.4145 0.3260 0.1447
H -17.8153 -3.3551 10.6979 -0.4854 -0.4885 0.1798
H -17.9033 -4.6730 9.5338 0.1847 0.2489 0.8941
H -17.1656 -4.9088 11.1411 -0.7469 -0.3905 0.0849
H -22.8697 -7.0288 11.6878 2.0679 -0.8261 -0.2762
H -23.1808 -9.2160 10.7450 0.8757 -0.0876 0.4351
H -21.3171 -10.9670 10.8596 -0.3116 -0.0484 -0.1487
H -18.6472 -8.1842 12.2394 0.3479 -0.0281 0.2504
C -15.3641 -13.7823 12.5020 2.1478 -0.4448 -1.4887
Si -15.9207 -13.8492 10.7013 -1.4294 -0.0868 -0.9239
C -16.1799 -15.6111 9.9709 0.7707 -0.1075 0.2129
C -14.6899 -13.0107 9.5071 0.0683 -0.1993 -0.2447
Se -18.0410 -12.9615 10.6262 -0.0371 0.0849 0.7664
H -14.6797 -12.9049 12.5499 -0.8731 -0.2998 0.5370
H -14.6865 -14.6483 12.6329 -0.3071 0.1441 0.2730
H -16.1933 -13.8419 13.1720 -0.2734 0.2879 0.5344
H -15.2654 -16.0954 9.5639 -0.2264 0.3723 0.3472
H -16.8514 -15.5111 9.1106 -0.1352 -0.0207 0.3237
H -16.5933 -16.3084 10.7204 -0.1060 0.3137 -0.3518
H -13.6909 -13.4339 9.6899 -0.1099 -0.0768 -0.1901
H -14.5781 -11.9459 9.6290 -0.1054 0.5153 0.4527
H -14.9303 -13.0926 8.4243 -0.0600 -0.4669 0.7201
```
Positions in Å, forces in eV/Å.

Computed properties:
* energy relative to the best compared isomer or geometry (same formula, charge and spin): 15.64 kJ/mol
* HOMO: -1.6 eV
* total charge: -1
* HOMO-LUMO gap: 2.89 eV
* spin multiplicity: 1
* largest force on an atom: 6.09 eV Å⁻¹
* DFT total energy: -221439.27281 eV